111
Properties=species:S:1:pos:R:3:forces:R:3 method="wB97M-V/def2-TZVPD" charge=-2 e_tot_ha=-8201.03784 lumo_ev="4.222 / 4.223" multiplicity=2
Co -1.0420 -0.4785 -0.8777 0.0 -0.1 0.0
C -3.2787 4.5476 3.5542 0.0 0.0 0.0
C -3.9893 3.3667 3.7115 0.0 0.0 0.0
C -3.6284 2.2293 2.9936 -0.1 0.0 0.1
C -2.5807 2.2524 2.0776 0.2 0.0 0.0
C -1.8828 3.4522 1.9244 0.0 0.0 0.0
C -2.2119 4.5800 2.6624 0.0 0.0 0.0
P -2.0687 0.7747 1.0459 -0.2 0.5 0.1
C -1.7758 -0.1552 2.9033 -0.1 0.0 0.1
C -2.5779 -0.9888 3.6924 0.0 0.0 0.0
C -2.1874 -1.4380 4.9528 0.1 0.1 0.0
C -0.9627 -1.0502 5.4826 0.0 0.0 0.0
C -0.1548 -0.1971 4.7401 0.0 0.0 0.0
C -0.5653 0.2363 3.4837 0.0 0.0 0.0
C -2.4362 1.8253 -0.6009 -0.1 -0.2 -0.2
C -3.1801 2.9624 -0.9207 0.2 0.0 0.1
C -3.1503 3.4984 -2.2091 0.1 -0.1 0.0
C -2.3684 2.8906 -3.1834 0.0 0.0 0.0
C -1.6458 1.7399 -2.8837 0.2 0.0 0.0
C -1.6705 1.1850 -1.6090 -0.3 0.1 0.1
H -3.5504 5.4318 4.1194 0.0 0.0 0.0
H -4.8214 3.3218 4.4054 0.0 0.0 0.0
H -4.1619 1.3018 3.1736 0.0 0.0 0.0
H -1.0754 3.5042 1.2052 0.0 0.0 0.0
H -1.6397 5.4916 2.5329 0.0 0.0 0.0
H -3.5497 -1.3043 3.3286 0.0 0.0 0.0
H -2.8427 -2.0889 5.5245 0.0 0.0 0.0
H -0.6468 -1.3999 6.4587 0.0 0.0 0.0
H 0.7984 0.1305 5.1444 0.0 0.0 0.0
H 0.0744 0.9164 2.9249 0.0 0.0 0.0
H -3.7564 3.4718 -0.1496 0.0 0.0 0.0
H -3.7254 4.3881 -2.4473 0.0 0.0 0.0
H -2.3361 3.2998 -4.1889 0.0 0.0 0.0
H -1.0606 1.2628 -3.6616 -0.1 0.0 0.0
C 1.3991 2.9893 -0.1265 0.1 0.0 0.0
N 2.4005 2.5812 0.8544 0.0 0.0 0.0
C 3.7382 3.0054 0.4677 -0.1 0.0 0.0
C 2.2749 1.2827 1.3639 -0.1 0.1 -0.1
N 1.4264 0.4759 0.8764 -0.1 -0.1 0.0
N 3.1482 1.0141 2.4260 0.2 0.0 -0.1
C 3.3100 1.9877 3.4828 0.0 0.0 0.0
C 3.3028 -0.3589 2.8405 0.0 0.0 0.0
H 1.2497 4.0713 -0.0531 0.0 0.0 0.0
H 0.4641 2.4679 0.0516 0.0 0.0 0.0
H 1.7118 2.7308 -1.1413 0.0 0.0 -0.1
H 4.0091 2.6012 -0.5159 0.0 0.0 0.0
H 4.4771 2.6752 1.1948 0.0 0.0 0.0
H 3.7657 4.0969 0.4115 0.0 0.0 0.0
H 1.3002 -0.3628 1.4316 0.1 0.1 0.1
H 2.9367 2.9527 3.1513 0.0 0.0 0.0
H 4.3634 2.0929 3.7660 0.0 0.0 0.0
H 2.7497 1.6908 4.3802 0.0 0.0 0.0
H 3.2575 -1.0173 1.9746 0.0 0.0 0.0
H 2.5304 -0.6758 3.5560 0.0 0.0 0.0
H 4.2811 -0.4858 3.3127 0.0 0.0 0.0
C 0.8316 -2.9165 1.6289 0.1 0.2 0.1
Si -0.6475 -3.5171 0.6650 0.1 0.0 0.1
C -1.3248 -4.9780 1.6407 -0.2 0.0 0.1
C -0.0596 -4.1612 -0.9684 0.0 0.0 -0.3
N -1.6728 -2.1135 0.4600 0.2 -0.1 -0.2
C -2.8894 -1.8810 0.7924 -0.4 0.0 0.2
C -3.4341 -0.4829 0.5844 0.2 -0.2 0.0
C -4.8043 -0.2176 1.0620 0.1 0.2 -0.1
C -5.5857 -1.1752 1.5633 -0.1 -0.4 0.1
C -5.0840 -2.5402 1.6507 -0.5 0.3 0.1
C -3.8407 -2.8822 1.3077 0.6 0.2 -0.2
H 1.3811 -3.7687 2.0404 0.0 0.0 0.0
H 0.5327 -2.2623 2.4558 0.0 -0.1 0.0
H 1.5115 -2.3665 0.9722 -0.1 0.0 0.1
H -0.4843 -5.6541 1.8235 0.0 0.0 0.0
H -2.0929 -5.5357 1.0981 0.0 0.0 0.0
H -1.7316 -4.6734 2.6099 0.0 0.0 0.0
H 0.7567 -4.8698 -0.7921 0.0 0.0 0.0
H 0.3224 -3.3534 -1.6013 0.0 0.0 0.0
H -0.8529 -4.6624 -1.5260 0.1 0.0 0.0
H -3.4601 -0.3163 -0.5054 0.0 0.0 0.0
H -5.1775 0.7925 0.9262 0.0 0.0 0.0
H -6.6006 -0.9552 1.8715 0.0 -0.1 0.0
H -5.7559 -3.3175 2.0005 0.0 0.0 0.0
H -3.5365 -3.9132 1.3661 0.1 -0.1 0.0
Cl -3.6552 -0.6711 -3.7180 0.1 0.0 0.1
Si -2.1056 -1.6128 -2.5715 -0.1 0.0 -0.5
Cl -0.9912 -2.4764 -4.1643 -0.1 0.0 0.1
Cl -3.2970 -3.3621 -2.0548 0.0 0.0 0.1
C 3.7275 1.9032 -4.2578 0.1 0.1 0.0
Si 2.1448 0.8624 -4.4245 0.1 -0.1 0.0
C 0.9017 2.1374 -5.0549 -0.2 0.1 0.0
C 2.4372 -0.2381 -5.9422 0.0 -0.1 0.0
As 1.6476 -0.1394 -2.4027 -0.1 0.0 0.0
Si 3.1679 -1.8437 -2.6760 0.1 0.2 0.2
C 4.9128 -1.2893 -3.1832 0.1 0.0 -0.1
C 2.7884 -3.2931 -3.8232 -0.2 -0.1 -0.1
C 3.4672 -2.6244 -0.9771 0.0 -0.1 0.1
H 4.1293 2.1905 -5.2396 0.0 0.0 0.1
H 4.5009 1.3684 -3.7049 0.0 0.0 0.0
H 3.4968 2.8194 -3.7026 0.0 0.0 0.0
H 1.4117 2.7779 -5.7836 0.0 0.0 0.0
H 0.5119 2.7653 -4.2499 0.1 0.0 -0.1
H 0.0442 1.6688 -5.5474 0.1 0.0 0.0
H 2.5004 0.3773 -6.8479 0.0 0.0 0.0
H 1.6119 -0.9468 -6.0600 0.0 0.0 0.0
H 3.3609 -0.8161 -5.8565 0.0 0.0 0.0
H 4.9453 -0.9041 -4.2056 0.0 0.0 0.0
H 5.6185 -2.1273 -3.1144 0.0 0.0 0.0
H 5.2545 -0.4913 -2.5182 0.0 0.0 0.0
H 2.7586 -2.9632 -4.8646 0.0 0.0 0.0
H 1.8099 -3.7233 -3.5903 0.1 0.0 0.0
H 3.5517 -4.0749 -3.7259 0.0 0.0 0.0
H 3.8125 -1.8528 -0.2810 0.0 0.0 0.0
H 4.2303 -3.4099 -1.0349 0.0 0.0 0.0
H 2.5583 -3.0649 -0.5638 0.1 0.0 -0.1